Entry 1:
74
Properties=species:S:1:pos:R:3:forces:R:3 method="wB97M-V/def2-TZVPD" total_charge=-2 de_lowest_kj_mol=128.30 multiplicity=1
Te 2.809 -1.398 1.057 -0.07 -0.16 0.32
Pd 1.264 -0.240 -0.645 0.19 0.11 0.10
S -1.576 -2.210 0.249 -0.12 -0.78 0.02
S 2.503 2.011 1.506 0.66 0.18 0.32
S 2.738 1.629 -4.791 0.35 0.95 -1.29
P -1.477 -0.255 0.145 -0.58 0.11 0.77
P 0.700 1.948 0.742 -0.51 0.44 0.47
N 2.069 0.087 -2.594 0.30 0.18 -0.35
C 2.338 0.788 -3.493 -0.18 -1.45 1.15
C -3.393 0.849 -3.400 -0.19 0.11 -0.20
C 1.194 4.288 -0.642 -0.04 -0.04 -0.02
C 3.610 -4.382 1.449 -0.03 0.09 -0.02
C -1.139 3.334 4.064 -0.07 0.05 0.17
C 3.718 -5.724 1.118 0.06 -0.15 -0.16
C 0.694 2.995 -0.777 0.06 -0.34 0.23
C 0.233 2.558 -2.008 -0.27 -0.12 0.31
C 4.210 -3.896 2.727 -0.05 0.14 0.00
C 2.932 -3.507 0.597 -0.40 0.51 -0.27
C -3.676 0.096 3.479 -0.11 0.07 0.08
C -1.506 -0.555 -3.853 0.10 -0.03 -0.07
C 1.189 5.145 -1.725 0.03 0.15 0.05
C -4.281 1.342 3.414 -0.07 0.12 0.02
C -0.017 0.365 0.813 0.88 0.08 -1.26
C 2.499 -5.362 -0.887 0.09 -0.06 0.14
C -4.086 2.143 2.299 -0.32 0.18 0.20
C -2.010 4.679 2.285 -0.17 0.34 0.11
C 3.192 -6.230 -0.060 -0.09 -0.14 0.05
C -1.974 4.351 3.628 -0.05 0.17 0.01
C -2.594 0.175 -4.306 -0.12 0.04 -0.06
C 0.232 3.420 -3.091 -0.13 0.10 -0.31
C -1.225 3.999 1.373 0.29 -0.08 -0.06
C -0.365 3.000 1.810 -0.19 -0.18 -0.09
C -2.902 -0.337 2.425 -0.11 -0.13 -0.10
C 3.363 -7.676 -0.434 0.11 0.10 0.00
C -0.341 2.665 3.159 0.04 -0.05 0.05
C 2.345 -4.022 -0.563 -0.04 -0.08 -0.22
C -3.123 0.801 -2.040 0.18 -0.03 0.30
C -2.735 0.438 1.278 0.08 0.15 0.25
C 1.522 -3.164 -1.466 -0.01 0.28 0.06
C -1.221 -0.590 -2.506 0.16 -0.17 0.03
C -3.307 1.707 1.242 0.09 -0.39 -0.27
C -2.023 0.088 -1.584 0.31 -0.25 0.09
C 0.702 4.713 -2.950 -0.05 -0.07 -0.16
H -0.137 3.071 -4.047 0.07 -0.01 -0.03
H 1.559 6.156 -1.623 0.07 0.06 0.03
H -4.247 1.416 -3.748 -0.04 0.01 -0.04
H 2.062 -5.731 -1.808 -0.06 -0.05 -0.05
H 3.418 -8.304 0.455 -0.01 -0.09 0.02
H -1.282 4.248 0.320 0.03 0.02 -0.01
H 0.711 5.378 -3.803 -0.01 0.04 -0.04
H -1.115 3.071 5.113 0.01 -0.06 0.07
H 4.804 -3.005 2.540 0.19 0.11 0.10
H -0.887 -1.105 -4.545 0.12 0.02 -0.09
H -3.130 2.362 0.399 -0.03 0.01 0.00
H -3.783 1.308 -1.348 0.03 -0.03 0.00
H -2.663 5.473 1.944 -0.07 0.04 -0.03
H 4.240 -6.390 1.795 0.08 -0.09 0.09
H -2.818 0.202 -5.363 -0.05 0.06 -0.10
H -2.408 -1.299 2.453 -0.03 -0.03 0.06
H 0.666 -2.771 -0.881 0.37 -0.05 -0.43
H -4.532 3.131 2.265 0.03 -0.03 0.00
H 1.129 -3.740 -2.304 -0.03 -0.05 -0.08
H -4.880 1.701 4.242 -0.04 0.03 0.00
H -3.803 -0.540 4.347 0.01 0.05 0.04
H 4.829 -4.659 3.192 0.12 -0.10 0.07
H -0.361 -1.174 -2.147 -0.48 0.23 -0.24
H 0.329 1.874 3.474 -0.01 -0.02 0.05
H 2.125 -2.328 -1.861 -0.32 -0.30 0.11
H -2.600 4.888 4.331 -0.01 -0.01 0.04
H 1.577 4.601 0.322 0.04 0.04 -0.04
H 2.536 -8.014 -1.056 -0.04 -0.08 -0.02
H -0.143 1.545 -2.122 0.11 0.34 -0.03
H 3.425 -3.607 3.423 -0.10 0.10 0.15
H 4.287 -7.818 -1.001 0.03 -0.09 -0.03


Entry 2:
85
Properties=species:S:1:pos:R:3:forces:R:3 method="wB97M-V/def2-TZVPD" total_charge=+1 de_lowest_kj_mol=96.02 multiplicity=1
Y -20.128 4.077 -7.735 -0.33 -0.26 -0.27
Br -17.073 -0.460 -3.727 0.01 -0.32 -0.36
Br -17.827 -1.919 -11.433 -0.30 0.36 0.31
S -18.689 6.445 -7.464 -0.08 0.22 -0.21
S -19.820 4.977 -5.207 -0.38 -0.20 0.46
S -20.649 4.789 -10.513 0.26 1.18 -0.51
S -16.859 3.854 -6.604 -0.39 -0.60 0.00
O -25.818 7.674 -4.683 0.68 0.64 0.51
O -17.923 3.422 -7.631 0.75 -0.02 0.07
O -27.316 2.492 -6.738 -0.39 -0.18 -0.05
N -19.744 1.735 -9.239 0.44 0.14 1.18
N -22.162 5.648 -7.542 -1.25 -0.52 1.31
N -21.841 7.752 -3.599 -0.31 0.11 0.61
N -19.911 1.811 -6.515 0.18 -0.24 -1.01
N -19.787 7.388 -10.630 1.03 -1.25 0.74
N -19.775 9.937 -6.680 -0.19 -0.24 -0.17
N -21.925 6.959 -11.419 -0.10 -0.38 -0.98
N -22.449 3.007 -7.305 0.82 -0.53 0.03
C -19.098 0.886 -7.086 -0.85 -0.16 0.93
C -18.372 0.023 -6.288 1.21 0.34 0.62
C -22.103 6.955 -7.635 0.97 0.96 -1.22
C -18.579 -0.349 -9.168 0.10 -0.54 -0.47
C -19.544 6.505 -5.947 0.14 0.57 0.00
C -25.012 1.978 -7.020 -0.01 -1.58 -0.24
C -23.974 1.146 -7.470 -0.01 1.45 0.83
C -22.294 8.226 -12.026 -0.79 -0.10 -0.47
C -22.891 8.177 -13.328 1.11 -1.74 1.23
C -20.749 6.503 -10.921 -0.38 0.59 1.03
C -24.013 6.020 -6.021 0.64 1.18 -0.46
C -20.961 7.752 -4.334 0.95 -0.38 -1.36
C -20.006 7.707 -5.437 -0.79 -0.85 0.66
C -15.475 4.567 -7.443 -0.15 -0.86 -0.26
C -19.291 0.552 -11.293 0.61 -1.12 1.64
C -22.721 1.708 -7.519 -0.87 0.43 -0.54
C -23.198 5.210 -6.755 1.07 -0.33 -1.19
C -22.262 9.454 -11.333 1.48 -1.41 0.75
C -23.902 7.402 -6.137 0.36 0.85 -0.28
C -16.029 2.290 -6.222 -0.72 0.61 -0.38
C -18.637 -0.444 -10.541 -0.19 0.24 -1.65
C -23.199 10.514 -13.341 0.76 0.68 1.11
C -20.039 1.848 -5.200 0.28 -0.20 -1.03
C -23.442 3.775 -6.894 -0.33 -0.26 0.13
C -26.412 1.433 -6.962 -0.25 -0.10 -0.87
C -19.122 0.760 -8.565 -0.15 0.41 0.93
C -23.313 9.303 -13.968 0.03 0.03 -0.53
C -24.720 3.273 -6.742 -0.59 1.01 0.54
C -19.884 8.910 -6.163 0.48 0.78 -0.02
C -19.799 1.582 -10.534 -1.63 1.55 -2.48
C -19.239 1.122 -4.370 -0.51 0.51 1.16
C -22.616 10.568 -12.053 -1.00 1.77 -0.05
C -24.676 8.371 -5.215 0.20 -1.17 -0.77
C -22.965 7.869 -7.074 -0.78 -0.66 1.61
C -18.344 0.279 -4.908 0.62 -1.33 -0.75
H -19.497 0.514 -12.342 0.28 -0.13 -0.34
H -21.944 1.115 -7.889 1.29 -0.65 -0.32
H -28.062 2.400 -7.345 0.17 0.05 0.30
H -15.760 5.476 -7.909 -0.29 0.83 -0.39
H -26.542 0.605 -6.240 0.24 0.48 -0.05
H -21.271 7.311 -8.232 0.05 0.20 0.00
H -18.183 -1.197 -8.635 0.16 0.16 0.28
H -20.756 2.509 -4.807 -0.78 0.85 0.40
H -23.521 11.410 -13.853 0.11 0.13 0.16
H -24.681 5.645 -5.317 -1.16 -0.77 0.89
H -20.377 2.350 -11.109 0.64 -0.59 0.71
H -15.106 2.467 -5.733 0.91 0.33 0.46
H -22.513 11.540 -11.531 -0.18 -0.59 -0.57
H -15.073 3.845 -8.144 0.13 0.04 -0.20
H -19.930 8.397 -10.769 0.28 -0.85 0.14
H -19.276 1.277 -3.316 -0.11 0.10 0.56
H -22.765 8.912 -7.148 0.07 0.66 -0.35
H -23.003 7.227 -13.889 0.34 0.47 0.73
H -14.787 4.750 -6.640 0.55 0.23 0.32
H -23.624 9.193 -14.998 -0.36 0.25 0.11
H -25.832 7.776 -3.713 0.05 0.01 -0.70
H -18.955 7.002 -10.075 -1.80 1.21 -1.11
H -17.620 -0.653 -6.674 -0.26 -0.12 -0.18
H -25.508 3.955 -6.457 -0.08 -0.12 0.03
H -22.484 6.206 -11.809 0.07 0.02 0.44
H -23.925 8.648 -4.454 -0.57 0.10 -0.11
H -24.987 9.244 -5.821 0.08 -0.31 0.48
H -24.134 0.141 -7.775 -0.09 -0.69 -0.09
H -16.681 1.790 -5.556 -0.47 -0.42 0.74
H -21.847 9.525 -10.259 -0.80 -0.09 -1.88
H -15.898 1.665 -7.087 0.08 0.04 -0.64
H -26.580 0.990 -7.964 -0.06 0.04 0.38


Entry 3:
77
Properties=species:S:1:pos:R:3:forces:R:3 method="wB97M-V/def2-TZVPD" total_charge=+2 multiplicity=1
Os 0.235 -0.175 1.570 0.24 -0.73 -1.71
Br 3.222 2.064 1.565 -0.01 -0.02 -0.10
Cl -1.433 1.844 -3.242 -0.02 0.02 0.05
O 0.229 1.698 0.994 -0.06 0.47 0.06
O -0.813 0.272 3.159 -0.32 0.12 0.57
O -1.267 -0.452 0.321 -0.20 -0.01 0.12
O 2.440 -2.345 -5.078 0.08 -0.03 -0.05
O -2.353 5.433 -0.206 0.00 0.01 -0.06
N 1.814 0.112 3.019 0.09 0.35 0.17
N 0.344 -1.986 -3.351 -0.10 0.06 0.01
C 3.525 0.266 5.219 0.06 0.02 0.05
C -0.813 2.472 1.256 0.07 -0.13 0.36
C -4.006 -0.848 -1.933 0.07 0.04 -0.06
C -1.968 1.444 4.809 -0.14 0.03 -0.04
C 1.650 -1.540 0.900 0.63 0.06 0.32
C 1.205 -3.316 -1.712 -0.01 -0.01 0.09
C 1.377 -2.700 -3.049 0.03 -0.02 -0.03
C -1.718 5.521 -1.483 0.00 0.00 0.05
C -2.041 4.431 0.606 -0.05 0.11 -0.09
C 3.644 -3.344 -3.206 0.06 -0.01 0.00
C 0.536 0.826 -1.825 -0.13 -0.08 -0.18
C -1.510 -0.688 -2.351 0.01 0.07 -0.06
C -3.619 -0.678 0.816 0.04 0.08 0.00
C 3.600 -3.793 -1.821 -0.01 0.01 -0.08
C 0.221 -2.299 -1.030 0.04 -0.06 -0.03
C 1.648 -0.668 4.112 0.02 -0.01 -0.04
C -1.566 2.412 2.475 0.17 -0.22 0.05
C -2.766 4.418 1.824 0.03 -0.08 0.09
C -0.659 -1.950 -2.255 0.07 0.00 0.00
C 1.309 0.038 -0.897 -0.50 0.07 0.55
C 2.463 -0.625 5.218 -0.01 -0.02 -0.03
C -0.682 0.571 -2.341 0.14 0.07 0.07
C -1.409 1.373 3.425 -0.03 0.09 -0.30
C -5.095 -0.909 -1.079 -0.01 0.02 0.08
C -2.531 -0.599 -0.052 0.18 0.08 0.34
C 2.856 0.957 3.033 -0.11 -0.11 0.10
C -2.526 3.435 2.725 0.01 0.10 -0.09
C -4.894 -0.825 0.296 0.00 -0.02 -0.07
C 3.726 1.061 4.110 0.01 -0.01 0.01
C -2.716 -0.695 -1.431 -0.28 -0.09 -0.14
C 1.064 -1.216 -0.386 0.08 -0.24 -0.01
C 3.594 -2.439 -5.930 -0.03 0.01 0.03
C 2.559 -2.840 -3.840 -0.09 -0.01 0.07
C -1.086 3.468 0.318 -0.04 0.09 0.14
C 2.480 -3.769 -1.092 -0.03 0.02 0.04
H 1.451 -2.545 1.278 -0.13 0.03 0.05
H 2.663 -1.221 1.130 0.05 -0.08 -0.18
H -3.096 3.409 3.644 0.01 0.02 -0.02
H -6.092 -1.023 -1.481 0.01 -0.01 0.01
H 4.591 -3.403 -3.727 -0.01 0.00 0.02
H 3.282 -2.069 -6.899 -0.01 0.01 0.00
H 4.192 0.336 6.067 0.00 0.00 0.00
H 4.545 1.763 4.059 -0.01 0.00 0.00
H -4.158 -0.914 -3.005 -0.01 0.00 0.02
H 3.912 -3.479 -6.013 0.01 0.00 -0.02
H -1.825 2.432 5.239 0.00 -0.01 0.03
H -3.447 -0.611 1.883 -0.03 -0.01 0.00
H 0.615 -4.231 -1.903 0.00 0.00 -0.03
H 2.456 -4.180 -0.092 0.01 0.01 -0.01
H -5.741 -0.881 0.968 0.00 0.01 -0.01
H -3.041 1.236 4.791 0.00 0.01 -0.01
H -0.636 5.604 -1.373 0.00 0.01 0.01
H 0.810 -1.349 4.080 0.00 0.00 0.01
H -3.497 5.194 1.998 -0.01 -0.01 -0.01
H -1.956 -0.724 -3.351 0.11 -0.02 -0.08
H 4.518 -4.179 -1.398 -0.01 -0.02 -0.01
H 4.403 -1.821 -5.537 0.01 -0.01 0.00
H 2.266 -1.281 6.053 0.00 0.00 0.00
H -0.510 3.487 -0.594 0.00 -0.02 0.03
H -1.340 -2.792 -2.418 0.00 -0.04 0.07
H -1.490 0.691 5.431 0.01 0.00 -0.01
H -0.375 -2.803 -0.273 -0.07 0.04 -0.01
H 0.241 -1.521 -4.246 -0.02 -0.01 0.00
H 2.133 0.571 -0.440 0.09 0.03 -0.05
H -2.108 6.423 -1.942 -0.01 0.00 -0.02
H 0.940 1.811 -2.025 0.03 -0.03 0.00
H -1.972 4.651 -2.089 0.02 0.00 -0.01


Number 1: E_HOMO -1.54 eV, LUMO level 4.3 eV, frontier orbital gap 5.840 eV. Number 2: E_HOMO -9.86 eV, LUMO level -3.2 eV, frontier orbital gap 6.673 eV. Number 3: E_HOMO -12.48 eV, LUMO level -6.3 eV, frontier orbital gap 6.138 eV.